[1]
Entry from OMol25: one molecule with the formula C12H17I (ωB97M-V/def2-TZVPD).

Values from the calculation:
Kohn-Sham gap = 8.5 eV
HOMO = -8.20 eV
lowest unoccupied orbital energy = 0.343 eV
energy relative to the best compared isomer or geometry (same formula, charge and spin) = 0.750 eV
SMILES string = C=C(I)[C@@]1(C(C)(C)C)C=CC=CC1

Last column: Mulliken charge in e.
Geometry (Å):
C 1.161 -1.204 -2.523  -0.480
C -0.285 -0.912 -2.469  -0.687
C 1.904 -1.414 -1.414  -0.654
C -0.742 -0.519 -1.247  -0.898
C 0.177 2.168 -1.353  -0.652
C 0.907 1.278 -0.714  -0.506
C 1.229 -1.202 -0.050  -1.183
C 0.164 -0.141 -0.129  1.817
C -1.281 -1.226 1.637  -1.858
C -1.790 1.147 1.033  -1.922
C 0.360 0.566 2.279  -2.029
C -0.590 0.088 1.162  1.935
I 2.983 1.616 -0.273  0.067
H 1.589 -1.167 -3.482  0.450
H -0.843 -1.009 -3.327  0.577
H 3.034 -1.551 -1.372  0.358
H -1.746 -0.108 -1.235  0.250
H 0.567 3.005 -1.933  0.327
H -0.864 2.209 -1.278  0.244
H 0.793 -2.163 0.112  0.365
H 2.084 -1.145 0.579  0.351
H -0.642 -2.117 1.500  0.330
H -2.040 -1.398 0.993  0.521
H -1.633 -0.966 2.617  0.533
H -1.476 2.119 1.177  0.472
H -2.264 1.157 0.063  0.368
H -2.384 0.889 1.850  0.566
H -0.230 1.090 2.954  0.606
H 1.027 1.222 1.939  0.451
H 0.833 -0.310 2.904  0.281

Forces on atoms 1 to 6 (eV/Å):
0.142 -0.217 0.931
2.157 -0.127 4.171
0.097 1.064 -0.346
-0.766 0.476 -2.649
1.714 1.147 -0.291
-0.657 -1.668 1.291


[2]
Entry from OMol25: a 3-piece molecular cluster, C18H29BN4O6 overall (ωB97M-V/def2-TZVPD).

Values from the calculation:
Kohn-Sham gap = 8.7 eV
HOMO = -9.08 eV
lowest unoccupied orbital energy = -0.338 eV
SMILES string = CCCCON1C(=O)c2ccc(B(N)O)cc2C1=O.CNC(C)=O.CNC(C)=O

Last column: Mulliken charge in e.
Geometry (Å):
C -0.849 1.489 3.946  -1.178
C -1.444 0.082 3.774  -0.524
C -0.417 -1.046 3.618  0.114
C 0.753 -0.647 2.721  -0.513
O 1.341 -1.804 2.106  -0.302
N 1.245 -1.765 0.727  0.132
C 2.023 -0.835 -0.031  0.102
O 3.214 -0.726 0.014  -0.559
C 1.060 -0.147 -0.936  0.244
C 1.241 0.964 -1.734  -0.778
C 0.131 1.426 -2.420  -0.273
C -1.130 0.809 -2.327  0.686
B -2.416 1.354 -3.055  0.483
N -2.946 2.663 -2.710  -0.656
O -3.031 0.587 -4.024  -0.560
C -1.276 -0.329 -1.535  -0.861
C -0.170 -0.779 -0.837  0.483
C -0.036 -1.916 0.109  -0.179
O -0.765 -2.849 0.291  -0.535
H 0.123 1.475 4.440  0.276
H -0.698 1.972 2.978  0.310
H -1.526 2.133 4.505  0.380
H -2.068 -0.122 4.645  0.442
H -2.119 0.091 2.916  0.248
H -0.053 -1.342 4.602  0.373
H -0.908 -1.894 3.140  -0.338
H 0.412 0.070 1.972  0.247
H 1.527 -0.139 3.299  0.463
H 2.197 1.464 -1.788  0.575
H 0.234 2.319 -3.023  0.453
H -2.292 3.140 -2.096  0.274
H -3.822 2.647 -2.199  0.255
H -3.952 0.379 -3.847  0.301
H -2.221 -0.850 -1.454  0.405
C 3.758 4.607 -4.135  -1.415
C 2.326 4.591 -3.654  0.905
O 2.006 4.058 -2.602  -0.653
N 1.396 5.196 -4.437  -0.133
C 1.591 5.871 -5.706  -0.876
H 4.367 4.088 -3.401  0.317
H 3.852 4.101 -5.096  0.368
H 4.123 5.630 -4.238  0.376
H 0.462 5.157 -4.060  0.218
H 1.281 6.914 -5.636  0.296
H 1.004 5.389 -6.489  0.296
H 2.637 5.841 -5.992  0.322
C 0.480 -6.399 3.739  -1.098
C -0.919 -6.263 4.299  0.752
O -1.226 -6.723 5.387  -0.657
N -1.827 -5.600 3.538  -0.130
C -1.635 -4.991 2.232  -0.701
H 1.079 -6.946 4.460  0.285
H 0.470 -6.945 2.796  0.339
H 0.929 -5.419 3.571  0.267
H -2.738 -5.539 3.964  0.209
H -1.847 -3.926 2.281  0.166
H -2.311 -5.446 1.505  0.279
H -0.617 -5.119 1.887  0.279

Forces on atoms 1 to 6 (eV/Å):
-0.004 -0.041 -0.313
-0.006 0.292 0.237
-0.119 0.247 -0.299
-0.318 0.368 0.377
0.405 -0.526 -0.244
-0.199 0.213 -0.515


[3]
Entry from OMol25: C31H55NO2PSn as an isolated structure (ωB97M-V/def2-TZVPD).

Values from the calculation:
charge = +1
Kohn-Sham gap (spin up / spin down) = 5.4 / 5.5 eV
HOMO (spin up / spin down) = -9.71 / -9.80 eV
lowest unoccupied orbital energy (spin up / spin down) = -4.299 / -4.304 eV
energy relative to the best compared isomer or geometry (same formula, charge and spin) = 3.962 eV

Last column: Mulliken charge in e.
Geometry (Å):
O 0.150 -0.269 -8.021  -0.397
C -0.048 1.036 -8.606  -0.404
C -0.293 0.443 -9.990  -0.895
H 0.840 1.663 -8.509  0.292
H -0.897 1.557 -8.157  0.243
C -0.075 -0.926 -9.316  1.592
H 0.445 0.701 -10.745  0.301
H -1.290 0.597 -10.394  0.304
C 1.163 -1.672 -9.754  -1.621
H 2.028 -1.012 -9.762  0.389
H 1.033 -2.082 -10.756  0.386
H 1.372 -2.497 -9.074  0.355
C -1.292 -1.817 -9.253  -1.662
H -2.162 -1.257 -8.914  0.376
H -1.127 -2.639 -8.558  0.354
H -1.514 -2.239 -10.234  0.400
Sn -0.411 -0.592 -0.007  0.995
C -2.369 -1.083 1.239  -0.351
C -2.072 0.280 1.413  0.940
C -2.248 0.917 0.162  -1.740
H -1.737 0.754 2.318  -0.411
C -2.657 -0.053 -0.769  0.030
C -2.714 -1.295 -0.117  -1.425
H -2.969 -2.240 -0.567  0.462
H -2.329 -1.835 2.006  0.790
H -2.052 1.954 -0.040  0.563
H -2.845 0.120 -1.815  0.664
C 0.694 -2.032 1.542  1.441
C -0.076 -2.829 0.663  -1.359
C 0.454 -2.695 -0.635  -0.401
H -0.921 -3.436 0.933  0.604
C 1.572 -1.831 -0.548  -0.948
C 1.722 -1.438 0.790  -0.294
H 2.439 -0.727 1.157  0.452
H 0.523 -1.895 2.596  -0.670
H 0.096 -3.198 -1.517  0.620
H 2.172 -1.480 -1.370  0.463
O -0.086 0.007 -2.149  0.011
C -0.458 -0.873 -3.232  -0.426
C -0.769 0.030 -4.408  -0.673
H -1.299 -1.480 -2.907  0.342
H 0.386 -1.533 -3.441  0.357
C 0.156 1.213 -4.154  -0.708
H -1.811 0.350 -4.376  0.248
H -0.597 -0.463 -5.362  0.365
C 0.087 1.360 -2.651  -0.464
H -0.156 2.120 -4.667  0.400
H 1.172 0.978 -4.470  0.271
H -0.773 1.953 -2.335  0.254
H 0.973 1.770 -2.182  0.339
C -1.070 1.711 6.073  -1.748
C -1.361 1.140 4.656  1.238
C -2.309 -0.060 4.868  -1.371
C -2.247 2.305 4.030  -1.451
P 0.360 0.512 3.731  1.520
N 0.393 0.432 1.981  -0.319
C 1.644 1.994 3.822  1.345
C 2.284 2.220 5.212  -1.781
C 2.807 1.773 2.820  -1.448
C 0.965 3.308 3.412  -1.516
C 1.133 -1.094 4.792  1.474
C 0.363 -2.497 4.832  -1.493
C 2.588 -1.395 4.369  -1.411
C 1.182 -0.786 6.314  -1.857
H -2.016 1.906 6.626  0.505
H -0.557 2.684 6.023  0.297
H -0.505 1.064 6.736  0.289
H -3.263 0.252 5.348  0.486
H -2.572 -0.572 3.929  0.021
H -1.868 -0.784 5.564  0.325
H -1.706 3.235 3.835  0.213
H -2.868 2.111 3.141  0.403
H -3.054 2.581 4.746  0.516
H 2.957 1.394 5.495  0.318
H 2.931 3.122 5.198  0.484
H 1.546 2.379 6.012  0.277
H 2.446 1.743 1.773  0.097
H 3.532 2.613 2.879  0.511
H 3.371 0.848 3.009  0.239
H 0.437 3.203 2.441  0.145
H 0.275 3.648 4.198  0.279
H 1.707 4.129 3.323  0.490
H 0.407 -3.210 3.991  0.373
H 0.822 -3.159 5.601  0.495
H -0.694 -2.414 5.111  0.215
H 3.263 -0.556 4.594  0.365
H 2.996 -2.258 4.940  0.504
H 2.674 -1.652 3.304  0.029
H 1.648 0.162 6.584  0.309
H 0.174 -0.853 6.765  0.359
H 1.764 -1.560 6.865  0.520

Forces on atoms 1 to 6 (eV/Å):
-0.053 -0.019 0.004
0.060 0.049 0.110
-0.032 -0.029 -0.139
0.011 -0.035 0.004
-0.031 -0.018 0.011
0.026 0.084 0.073


[4]
Entry from OMol25: one molecule with the formula C4H5NO2 (ωB97M-V/def2-TZVPD).

Values from the calculation:
Kohn-Sham gap = 9.7 eV
HOMO = -10.01 eV
lowest unoccupied orbital energy = -0.295 eV
energy relative to the best compared isomer or geometry (same formula, charge and spin) = 1.986 eV
SMILES string = O=CC(=O)N1CC1

Last column: Mulliken charge in e.
Geometry (Å):
O 1.824 1.353 1.398  -0.435
C 2.024 0.494 0.580  0.006
C 0.950 -0.458 0.040  0.552
O 1.305 -1.373 -0.672  -0.526
N -0.344 -0.244 0.493  -0.193
C -1.468 -0.766 -0.252  -0.335
C -1.205 0.697 -0.213  -0.349
H 3.026 0.277 0.151  0.353
H -2.261 -1.180 0.366  0.238
H -1.255 -1.305 -1.173  0.242
H -0.800 1.140 -1.122  0.231
H -1.796 1.365 0.405  0.216

Forces on atoms 1 to 6 (eV/Å):
0.036 -0.390 -0.480
0.032 0.358 0.334
-0.066 -0.360 -0.208
-0.139 0.231 0.271
0.293 -0.058 -0.002
-0.077 -0.183 -0.086


[5]
Entry from OMol25: C15H24BaO6S5 as an isolated structure (ωB97M-V/def2-TZVPD).

Values from the calculation:
Kohn-Sham gap = 5.1 eV
HOMO = -5.50 eV
lowest unoccupied orbital energy = -0.423 eV

Last column: Mulliken charge in e.
Geometry (Å):
Ba 0.372 0.298 0.272  1.075
C -2.805 1.658 -1.107  -0.593
C -3.126 0.173 -1.363  -0.584
O -2.004 -0.642 -1.605  -0.116
C -1.548 -0.752 -2.932  -0.662
C -0.515 0.313 -3.348  -0.559
O 0.545 0.436 -2.430  -0.101
C 1.770 -0.163 -2.773  -0.968
C 1.815 -1.660 -2.474  -0.404
O 1.551 -1.833 -1.099  -0.206
C 1.083 -3.117 -0.763  -0.589
C 0.714 -3.144 0.711  -0.669
O -0.419 -2.327 0.894  -0.153
C -0.813 -2.215 2.244  -0.605
C -2.040 -1.322 2.306  -0.667
O -1.678 -0.029 1.888  0.070
C -2.719 0.915 1.955  -0.539
C -2.253 2.146 1.180  -0.917
O -1.817 1.859 -0.125  -0.121
H -3.738 2.168 -0.839  0.460
H -2.414 2.111 -2.024  0.223
H -3.839 0.109 -2.195  0.444
H -3.592 -0.263 -0.475  0.231
H -2.389 -0.719 -3.636  0.428
H -1.093 -1.745 -2.984  0.262
H -0.997 1.295 -3.397  0.211
H -0.148 0.059 -4.348  0.476
H 2.506 0.334 -2.138  0.279
H 2.020 0.015 -3.825  0.426
H 2.810 -2.052 -2.734  0.372
H 1.063 -2.199 -3.069  0.354
H 1.853 -3.877 -0.964  0.384
H 0.180 -3.350 -1.348  0.337
H 1.551 -2.769 1.310  0.365
H 0.489 -4.178 1.008  0.387
H -0.010 -1.767 2.837  0.278
H -1.062 -3.204 2.651  0.394
H -2.425 -1.306 3.335  0.385
H -2.811 -1.730 1.634  0.358
H -2.926 1.203 2.997  0.398
H -3.640 0.496 1.522  0.399
H -1.368 2.536 1.685  0.268
H -3.037 2.912 1.179  0.445
S 5.780 4.508 4.008  -0.305
C 4.642 3.622 3.225  0.089
S 4.084 3.969 1.617  -0.127
C 2.927 2.639 1.467  0.147
C 2.823 1.826 2.545  0.086
S 1.836 0.435 2.797  -0.562
S 3.863 2.234 3.917  -0.125
S 2.118 2.593 -0.056  -0.458

Forces on atoms 1 to 6 (eV/Å):
0.197 -0.135 -0.419
-0.160 -0.398 -0.502
-0.174 0.351 0.304
0.339 0.175 0.249
0.410 0.010 -0.297
-0.668 -0.103 0.005


[6]
Entry from OMol25: C4H5BeLiO2 as an isolated structure (ωB97M-V/def2-TZVPD).

Values from the calculation:
charge = +1
Kohn-Sham gap (spin up / spin down) = 5.2 / 5.2 eV
HOMO (spin up / spin down) = -11.83 / -11.84 eV
2S+1 = 2
lowest unoccupied orbital energy (spin up / spin down) = -6.597 / -6.598 eV
energy relative to the best compared isomer or geometry (same formula, charge and spin) = 0.000 eV

Last column: Mulliken spin population.
Geometry (Å):
H -1.177 -0.406 1.670  0.918
C -0.572 0.724 -0.702  -0.061
C -0.068 -0.692 -0.663  0.042
C 1.455 -0.572 -0.775  -0.009
C 1.749 0.883 -0.509  0.014
O -1.674 1.188 -0.536  0.005
O 0.490 1.568 -0.799  0.020
Li 0.614 3.522 -0.854  0.003
Be 2.633 1.881 -0.301  -0.004
H -0.549 -1.284 -1.450  0.005
H -0.374 -1.138 0.295  0.068
H 1.794 -0.863 -1.786  0.001
H 1.988 -1.224 -0.068  -0.002

Forces on atoms 1 to 6 (eV/Å):
-0.167 0.037 0.406
-2.260 -0.029 1.102
-0.015 -0.143 -0.248
0.657 -0.333 -0.456
-6.300 -6.764 -2.035
1.240 -0.587 -0.652


[7]
Entry from OMol25: C29H33CrN6O4S2 as an isolated structure (ωB97M-V/def2-TZVPD).

Values from the calculation:
charge = +2
Kohn-Sham gap (spin up / spin down) = 6.1 / 6.1 eV
HOMO (spin up / spin down) = -11.92 / -11.94 eV
2S+1 = 4
lowest unoccupied orbital energy (spin up / spin down) = -5.782 / -5.863 eV
energy relative to the best compared isomer or geometry (same formula, charge and spin) = 0.349 eV

Last column: Mulliken spin population.
Geometry (Å):
Cr -0.057 0.697 0.046  3.182
C -4.338 -4.014 6.363  0.000
O -3.277 -4.007 5.410  0.001
C -2.105 -3.454 5.772  0.002
C -1.112 -3.435 4.780  -0.001
C 0.106 -2.854 5.031  0.002
C 0.359 -2.261 6.276  0.000
C -0.593 -2.363 7.279  0.002
C -1.832 -2.942 7.036  -0.001
N 1.552 -1.570 6.657  0.007
N 2.377 -1.156 5.823  -0.004
C 2.127 -0.781 4.487  0.015
C 3.165 -0.967 3.604  -0.012
C 3.077 -0.623 2.240  0.013
C 1.929 -0.076 1.752  0.005
O 1.732 0.290 0.449  -0.012
C 0.863 0.167 2.642  -0.006
N -0.249 0.727 2.070  -0.120
C -1.272 1.059 2.839  0.040
C -1.233 0.906 4.225  -0.007
C -0.129 0.337 4.810  0.018
C 0.947 -0.111 4.016  0.007
H -5.213 -4.369 5.831  0.000
H -4.525 -3.009 6.746  0.000
H -4.112 -4.691 7.188  0.000
H -1.334 -3.889 3.824  0.000
H 0.879 -2.879 4.276  0.000
H -0.352 -1.966 8.257  0.000
H -2.561 -2.997 7.829  0.000
H 4.066 -1.426 3.990  0.000
H 3.921 -0.791 1.581  0.000
H -2.148 1.462 2.346  -0.001
H -2.069 1.240 4.822  0.000
H -0.082 0.252 5.885  0.000
C 1.220 3.378 0.838  0.011
O 0.194 2.785 0.008  -0.016
C -1.051 3.489 0.122  0.003
C -2.053 2.750 -0.714  0.008
O -2.025 1.384 -0.258  -0.044
C -3.239 0.653 -0.525  0.016
H 0.958 3.261 1.890  -0.001
H 1.310 4.433 0.583  0.002
H 2.150 2.861 0.630  -0.002
H -0.932 4.516 -0.229  0.001
H -1.358 3.509 1.172  -0.002
H -1.800 2.777 -1.778  -0.002
H -3.047 3.173 -0.570  0.001
H -3.456 0.668 -1.594  0.001
H -4.059 1.115 0.023  0.003
H -3.092 -0.368 -0.187  -0.004
C 2.640 -2.644 -2.048  0.000
N 1.686 -2.017 -1.141  0.009
C 0.503 -2.506 -0.845  0.023
N 0.141 -3.708 -1.293  -0.002
S -0.652 -1.643 0.129  -0.088
H 3.321 -1.878 -2.408  0.000
H 2.122 -3.068 -2.909  0.000
H 3.219 -3.424 -1.551  0.000
H 1.957 -1.175 -0.628  0.005
H 0.810 -4.345 -1.694  0.000
H -0.763 -4.073 -1.044  0.000
S -0.504 0.333 -4.483  0.008
C -0.694 0.061 -2.822  0.031
N 0.184 0.622 -2.034  -0.106
C 1.144 1.317 -2.783  0.022
C 2.276 1.966 -2.284  -0.008
C 3.104 2.608 -3.177  0.002
C 2.827 2.613 -4.554  -0.002
C 1.740 1.940 -5.063  0.002
C 0.904 1.284 -4.157  0.000
H -1.496 -0.558 -2.445  -0.003
H 2.506 1.925 -1.230  0.000
H 3.988 3.114 -2.815  0.000
H 3.489 3.138 -5.229  0.000
H 1.541 1.917 -6.126  0.000

Forces on atoms 1 to 6 (eV/Å):
-0.157 -0.271 -0.229
0.039 -0.053 -0.026
0.008 0.081 -0.002
-0.051 -0.054 -0.039
-0.011 0.006 0.038
0.109 -0.019 0.035


[8]
Entry from OMol25: one molecule with the formula C3H7NO (ωB97M-V/def2-TZVPD).

Values from the calculation:
Kohn-Sham gap = 10.7 eV
HOMO = -9.67 eV
lowest unoccupied orbital energy = 1.025 eV
energy relative to the best compared isomer or geometry (same formula, charge and spin) = 4.449 eV
SMILES string = NC[C@H]1CO1

Last column: Mulliken charge in e.
Geometry (Å):
C 0.347 -0.689 0.561  -0.479
C 0.016 0.764 0.016  -0.059
C 0.504 1.238 -1.257  -0.243
H -1.452 -1.297 1.966  0.232
H -0.956 -2.288 0.542  0.233
H 0.490 -1.437 -0.367  0.262
H 1.271 -0.486 1.236  0.268
H -0.056 1.591 0.766  0.308
H 0.801 2.303 -1.396  0.244
H 1.015 0.355 -1.883  0.172
N -1.110 -1.319 0.889  -0.535
O -0.869 1.267 -1.072  -0.400

Forces on atoms 1 to 6 (eV/Å):
-3.168 0.074 -2.786
0.275 1.475 1.393
2.092 0.026 -1.708
1.462 -0.326 -3.342
-0.744 0.773 1.176
0.833 2.110 1.995


| no. | maximum force (eV Å⁻¹) |
| --- | --- |
| 1 | 5.02 |
| 2 | 1.13 |
| 3 | 3.39 |
| 4 | 0.62 |
| 5 | 0.86 |
| 6 | 9.82 |
| 7 | 1.57 |
| 8 | 4.22 |